Record 1
# C2H12NO2S

3 unconnected molecules or ions with the total composition C2H12NO2S in a non-equilibrium geometry (wB97M-V/def2-TZVPD, OMol25).

```
18
Properties=species:S:1:pos:R:3
C -0.530 0.201 -0.003
C -0.266 1.590 -0.537
S 1.010 2.483 0.489
N 0.624 -0.717 -0.370
H -1.405 -0.364 -0.332
H -0.559 0.168 1.090
H -1.158 2.197 -0.369
H -0.032 1.617 -1.597
H 0.234 3.478 0.887
H 0.482 -1.555 0.198
H 1.644 -0.419 -0.178
H 0.702 -1.067 -1.329
H 3.014 0.362 1.070
H 4.000 -0.504 0.356
O 3.135 -0.105 0.230
H -3.632 -3.043 0.617
H -3.968 -2.100 -0.451
O -3.295 -2.223 0.230
```

Results
Net charge   +1
HOMO energy   -13.08 eV
Energy relative to the best compared isomer or geometry (same formula, charge and spin)   13.9 kcal per mole

natural (NBO) atomic charge list, values in e, 4 entries: -0.229 -0.538 -0.063 -0.714



Record 2
# C2H11O4

4 unconnected molecules or ions with the total composition C2H11O4 in a non-equilibrium geometry (wB97M-V/def2-TZVPD, OMol25).

```
17
Properties=species:S:1:pos:R:3
C -0.737 0.104 0.833
O 0.236 0.380 -0.111
C -0.869 -1.381 1.130
H -1.719 0.493 0.478
H -0.488 0.627 1.767
H -1.578 -1.565 1.934
H 0.103 -1.816 1.379
H -1.236 -1.934 0.257
H 0.243 -0.631 -2.953
H -0.160 -0.480 -1.486
O -0.359 -0.979 -2.303
H 2.954 -0.563 0.535
H 1.669 0.212 0.662
O 2.495 0.029 1.134
H -0.313 2.711 -1.836
H -0.011 1.949 -0.544
O -0.231 2.843 -0.876
```

Results
Multiplicity   2
⟨S²⟩   0.754
HOMO energy (alpha / beta)   -11.38 / -11.35 eV
Energy relative to the best compared isomer or geometry (same formula, charge and spin)   5.1 kcal per mole

natural (NBO) atomic charge list, values in e, 4 entries: -0.143 -0.360 -0.638 0.270



Record 3
# C28H61N21O8

13 unconnected molecules or ions with the total composition C28H61N21O8 in a non-equilibrium geometry (wB97M-V/def2-TZVPD, OMol25).

```
118
Properties=species:S:1:pos:R:3
C -0.045 0.721 0.271
O -0.664 1.507 1.017
N -0.662 -0.219 -0.470
N 1.315 0.646 0.161
H -0.094 -0.904 -0.961
H -1.667 -0.240 -0.546
H 1.695 0.133 -0.616
H 1.880 1.072 0.872
C 2.653 1.006 -2.933
O 3.422 0.536 -2.095
N 2.568 0.406 -4.178
N 1.700 1.966 -2.726
H 3.307 -0.234 -4.401
H 2.000 0.769 -4.920
H 1.657 2.414 -1.824
H 1.266 2.401 -3.516
C 6.068 -0.593 0.497
O 6.726 -0.260 -0.491
N 6.692 -0.941 1.686
N 4.700 -0.589 0.544
H 6.169 -1.058 2.530
H 7.690 -0.872 1.668
H 4.222 -0.949 1.353
H 4.205 -0.426 -0.324
C 1.968 -2.724 -1.109
O 0.994 -2.144 -1.620
N 3.246 -2.541 -1.556
N 1.818 -3.544 -0.027
H 3.390 -1.844 -2.260
H 3.990 -3.055 -1.128
H 2.610 -3.922 0.458
H 0.903 -3.709 0.368
C -0.410 -0.541 -4.932
O 0.142 -1.426 -5.572
N -0.957 0.588 -5.520
N -0.546 -0.569 -3.570
H -1.537 1.122 -4.886
H -0.906 0.742 -6.505
H -0.213 -1.375 -3.069
H -0.897 0.241 -3.090
C -2.894 2.150 4.045
O -1.965 1.761 4.740
N -2.900 2.102 2.681
N -4.080 2.582 4.614
H -3.763 2.305 2.211
H -2.096 1.888 2.071
H -4.761 3.007 4.010
H -4.139 2.829 5.582
C -1.234 5.315 0.056
O -0.822 5.161 -1.087
N -0.940 4.456 1.085
N -1.979 6.426 0.425
H -1.294 4.590 2.013
H -0.608 3.528 0.873
H -2.149 6.616 1.393
H -2.330 7.061 -0.262
C 2.949 -0.151 3.906
O 3.022 -0.912 2.936
N 4.000 0.001 4.782
N 1.814 0.500 4.246
H 4.848 -0.520 4.687
H 3.904 0.510 5.641
H 1.039 0.412 3.615
H 1.715 1.049 5.076
C 0.263 -6.323 -3.223
C -0.215 -4.940 -3.673
C -0.951 -4.238 -2.538
C -2.209 -4.884 -2.153
N -3.198 -5.368 -1.841
H 0.713 -6.303 -2.235
H 0.883 -6.776 -3.999
H -0.593 -7.010 -3.234
H -0.850 -4.989 -4.556
H 0.655 -4.331 -3.927
H -1.193 -3.185 -2.670
H -0.326 -4.232 -1.644
C -3.697 -2.501 4.116
C -4.867 -1.534 4.171
C -5.501 -1.317 2.788
C -4.540 -0.937 1.764
N -3.796 -0.606 0.951
H -2.746 -2.044 3.830
H -3.877 -3.360 3.469
H -3.431 -2.846 5.121
H -4.534 -0.574 4.566
H -5.641 -1.961 4.808
H -6.266 -0.535 2.825
H -6.069 -2.207 2.510
N -2.081 3.175 -3.842
C -2.282 2.991 -2.504
C -3.479 2.337 -2.335
C -4.028 2.166 -3.637
C -3.128 2.640 -4.558
H -1.260 3.616 -4.215
H -1.564 3.298 -1.760
H -3.922 1.966 -1.428
H -4.960 1.689 -3.896
H -3.257 2.684 -5.624
N -1.207 -2.410 1.647
C -0.306 -3.059 2.438
C -0.485 -4.408 2.266
C -1.445 -4.558 1.213
C -1.809 -3.302 0.800
H -1.313 -1.411 1.650
H 0.284 -2.491 3.142
H -0.093 -5.231 2.838
H -1.878 -5.489 0.888
H -2.519 -2.989 0.055
N 4.460 4.849 -0.307
C 4.036 5.881 0.517
C 3.113 5.379 1.407
C 2.985 4.000 1.100
C 3.806 3.711 0.059
H 5.312 4.925 -0.831
H 4.415 6.876 0.359
H 2.552 5.908 2.157
H 2.364 3.280 1.610
H 3.942 2.722 -0.356
```

Results
HOMO energy   -8.11 eV

Mulliken atomic charge list, values in e, 4 entries: -0.233 -1.040 1.086 1.269



Record 4
# C4H9NO3S

A molecular structure, C4H9NO3S in a non-equilibrium geometry (wB97M-V/def2-TZVPD, OMol25).

```
18
Properties=species:S:1:pos:R:3
C 1.419 -0.431 1.323
C -1.018 0.223 1.510
C -0.332 -0.101 -1.573
C -0.024 0.909 -0.452
N 0.034 0.215 0.777
O 2.157 -1.125 0.535
O 4.871 -1.002 -0.356
O 4.157 0.148 1.763
S 4.268 -1.075 0.949
H 0.929 -0.970 2.155
H 1.944 0.409 1.724
H -1.875 0.636 1.183
H -0.740 -0.026 2.526
H -0.926 -0.909 -1.151
H -1.038 0.311 -2.274
H 0.565 -0.566 -2.081
H 0.905 1.441 -0.635
H -0.948 1.678 -0.466
```

Results
HOMO energy   -8.93 eV
Energy relative to the best compared isomer or geometry (same formula, charge and spin)   66.9 kcal per mole

natural (NBO) atomic charge list, values in e, 4 entries: 0.167 0.048 -0.622 -0.242



Record 5
# C5H7NO

A molecular structure, C5H7NO in a non-equilibrium geometry (wB97M-V/def2-TZVPD, OMol25).

```
14
Properties=species:S:1:pos:R:3
C 1.705 -0.683 0.243
C 0.387 -0.422 -0.500
C -0.479 -1.610 -0.504
N -1.140 -2.559 -0.493
C -0.359 0.785 0.020
O 0.316 1.832 0.335
C -1.728 1.009 0.268
H 1.513 -0.949 1.286
H 2.252 -1.501 -0.233
H 2.315 0.222 0.220
H 0.611 -0.180 -1.550
H -2.145 1.792 -0.370
H -0.831 2.072 0.816
H -2.417 0.192 0.462
```

Results
HOMO energy   -9.26 eV
Energy relative to the best compared isomer or geometry (same formula, charge and spin)   79.9 kcal per mole

natural (NBO) atomic charge list, values in e, 4 entries: -0.584 -0.411 0.289 -0.301



Record 6
# C23H29ClN5O4SbTi

A molecular structure, C23H29ClN5O4SbTi in a non-equilibrium geometry (wB97M-V/def2-TZVPD, OMol25).

```
64
Properties=species:S:1:pos:R:3
Ti 0.271 -1.728 -1.426
C -1.626 -3.431 1.666
C -0.643 -2.348 1.791
N 0.165 -1.923 0.774
C 1.042 -0.900 1.370
C 0.697 -0.868 2.660
N -0.288 -1.795 2.943
C 1.010 0.268 3.579
O 1.978 1.039 3.111
O 0.374 0.449 4.620
C 1.799 -0.075 0.440
O 2.467 0.895 0.712
O 1.593 -0.527 -0.819
H -2.360 -3.188 0.901
H -2.046 -3.641 2.664
H -1.045 -4.257 1.354
H -0.566 -2.013 3.907
H 2.124 1.003 2.085
Cl -2.110 -1.382 -1.707
C 0.125 -1.503 -5.523
C -0.417 -0.953 -4.437
N 0.376 -0.768 -3.327
C 1.734 -1.039 -3.434
C 2.285 -1.859 -4.433
C 1.447 -1.992 -5.631
C 3.422 -2.678 -3.931
C 3.247 -3.600 -2.904
C 2.184 -3.942 -1.987
C 2.508 -4.803 -0.888
C 1.449 -5.347 -0.229
N 0.165 -5.153 -0.634
C -0.058 -4.286 -1.555
N 0.877 -3.439 -1.963
H -0.450 -1.509 -6.460
H -1.389 -0.533 -4.460
H 2.379 -0.557 -2.672
H 1.678 -2.650 -6.516
H 4.385 -2.519 -4.414
H 4.077 -4.297 -2.745
H 3.531 -4.920 -0.572
H 1.535 -5.972 0.663
H -0.997 -4.232 -2.016
C -4.470 4.193 0.772
C -3.137 4.810 0.582
Sb -1.370 3.334 1.020
C -1.296 3.155 3.241
C -2.627 3.495 3.927
C 0.119 4.909 0.657
C 1.430 4.846 1.484
H -5.345 4.605 0.297
H -4.681 4.158 1.844
H -4.448 3.171 0.346
H -2.945 5.690 1.190
H -2.955 5.051 -0.448
H -0.436 3.730 3.595
H -1.082 2.050 3.322
H -2.912 4.503 3.783
H -2.543 3.350 5.013
H -3.409 2.820 3.506
H -0.445 5.860 0.681
H 0.321 4.761 -0.405
H 1.246 4.459 2.493
H 1.880 5.813 1.535
H 2.176 4.209 1.010
```

Results
Net charge   +2
HOMO energy (alpha / beta)   -11.62 / -11.81 eV

natural (NBO) atomic charge list, values in e, 4 entries: 1.608 -0.672 0.515 -0.588



Record 7
# C3H3NO3

C3H3NO3 in the gas phase (wB97M-V/def2-TZVPD, OMol25).

```
10
Properties=species:S:1:pos:R:3
H -0.495 1.145 -2.180
N -1.102 0.824 -1.427
C -0.467 0.352 -0.452
C -1.326 -0.231 0.677
O -2.479 -0.453 0.422
O 0.934 0.389 -0.445
C 1.718 -0.350 0.379
O 1.350 -1.067 1.266
H -0.900 -0.424 1.671
H 2.767 -0.186 0.089
```

Results
HOMO energy   -10.52 eV
Energy relative to the best compared isomer or geometry (same formula, charge and spin)   43.5 kcal per mole
SMILES   [H]/N=C(/C=O)OC=O

natural (NBO) atomic charge list, values in e, 4 entries: 0.355 -0.553 0.417 0.343



Record 8
# C4H3NO2

A molecular structure, C4H3NO2 in a non-equilibrium geometry (wB97M-V/def2-TZVPD, OMol25).

```
10
Properties=species:S:1:pos:R:3
O -1.077 1.872 -0.798
C -0.854 1.550 0.333
C -0.779 -0.020 0.768
N 0.487 0.322 0.697
C 1.104 -0.517 -0.188
C 0.220 -1.479 -0.518
O -0.988 -1.176 0.044
H -0.608 2.231 1.165
H 2.130 -0.367 -0.465
H 0.364 -2.417 -1.037
```

Results
HOMO energy   -9.98 eV
Energy relative to the best compared isomer or geometry (same formula, charge and spin)   76.9 kcal per mole

natural (NBO) atomic charge list, values in e, 4 entries: -0.545 0.418 0.315 -0.399



Record 9
# C4H37NO15

15 unconnected molecules or ions with the total composition C4H37NO15 in a non-equilibrium geometry (wB97M-V/def2-TZVPD, OMol25).

```
57
Properties=species:S:1:pos:R:3
C -1.085 -3.504 0.416
N -1.484 -2.131 0.072
C -0.241 -0.774 1.717
C -0.531 -1.085 0.208
C 0.849 -1.571 -0.399
O 1.859 -1.558 0.294
H -0.309 -3.818 -0.266
H -0.678 -3.516 1.442
H -1.949 -4.163 0.273
H -2.429 -2.002 0.525
H -0.237 -1.601 2.440
H 0.728 -0.342 2.108
H -0.951 -0.103 2.151
H -0.761 -0.100 -0.339
H 0.949 -1.785 -1.466
H -1.861 3.143 3.963
H -1.233 3.588 2.550
O -1.974 3.613 3.160
H 1.049 1.708 -3.438
H -0.315 1.171 -3.966
O 0.555 0.884 -3.640
H 3.003 0.953 -0.518
H 2.573 0.097 0.531
O 2.573 1.077 0.350
H 3.009 -0.049 -4.693
H 3.713 0.149 -3.283
O 3.542 0.522 -4.165
H -1.259 2.693 -2.039
H -2.040 1.779 -2.962
O -1.369 2.491 -2.962
H 1.760 -0.883 4.371
H 1.922 0.560 4.687
O 1.266 -0.144 4.758
H -3.714 3.388 0.593
H -2.492 2.795 1.297
O -3.307 2.566 0.915
H 1.228 -0.678 -4.217
H 1.626 -2.117 -3.940
O 1.605 -1.450 -4.652
H -0.033 4.166 -1.154
H 0.067 3.499 0.382
O -0.213 3.487 -0.538
H 2.859 -2.809 2.766
H 2.738 -1.535 1.920
O 2.835 -1.871 2.817
H 2.004 3.656 1.774
H 1.604 2.309 1.229
O 1.225 3.102 1.597
H -0.784 -2.996 -3.665
H -0.395 -1.868 -2.740
O -0.113 -2.764 -3.010
H -3.805 -2.655 -2.494
H -2.658 -2.598 -1.585
O -2.847 -2.840 -2.518
H -1.277 0.381 4.428
H -2.716 0.838 4.084
O -2.080 0.694 4.833
```

Results
HOMO energy   -9.83 eV
Energy relative to the best compared isomer or geometry (same formula, charge and spin)   126.9 kcal per mole

natural (NBO) atomic charge list, values in e, 4 entries: -0.420 -0.668 -0.679 -0.152



Record 10
# C2H3ClO2S

C2H3ClO2S in the gas phase in a non-equilibrium geometry (wB97M-V/def2-TZVPD, OMol25).

```
9
Properties=species:S:1:pos:R:3
O -2.051 -1.387 0.501
C -1.667 -0.387 0.087
Cl -2.710 1.060 0.052
C -0.191 -0.067 -0.516
S 1.489 1.251 -0.253
O 2.175 0.660 1.150
H 0.402 -1.103 -0.370
H -0.162 0.149 -1.563
H 2.716 -0.175 0.912
```

Results
HOMO energy   -9.60 eV
Energy relative to the best compared isomer or geometry (same formula, charge and spin)   43.0 kcal per mole
SMILES   O=C(Cl)CSO

natural (NBO) atomic charge list, values in e, 4 entries: -0.466 0.562 -0.089 -0.602



Record 11
# C43H59BCrN10S2Sb

A molecular structure, C43H59BCrN10S2Sb (wB97M-V/def2-TZVPD, OMol25).

```
117
Properties=species:S:1:pos:R:3
Cr 0.332 1.603 -0.046
C -1.917 1.168 -2.810
C -2.279 2.066 -1.678
C -3.418 2.861 -1.579
C -3.295 3.524 -0.378
N -2.150 3.157 0.207
N -1.523 2.238 -0.578
B -1.369 3.699 1.432
N -1.027 2.456 2.304
C -1.456 2.097 3.504
C -0.912 0.856 3.826
C -0.137 0.497 2.746
C 0.690 -0.730 2.604
N -0.224 1.472 1.795
N -0.033 4.283 0.870
C 0.364 5.560 0.869
C 1.368 5.708 -0.066
C 1.542 4.446 -0.630
C 2.447 4.086 -1.761
N 0.699 3.583 -0.034
N -2.080 4.762 2.209
C -2.798 5.839 1.779
C -2.848 6.751 2.793
C -2.096 6.170 3.842
C -1.802 6.741 5.190
N -1.619 4.996 3.480
H -2.737 0.484 -3.028
H -1.731 1.756 -3.710
H -1.032 0.573 -2.604
H -4.231 2.930 -2.280
H -3.983 4.192 0.109
H -2.083 2.758 4.074
H -1.047 0.303 4.739
H 0.808 -1.194 3.581
H 0.209 -1.448 1.937
H 1.682 -0.494 2.214
H -0.101 6.278 1.525
H 1.891 6.612 -0.324
H 2.432 4.889 -2.496
H 3.478 3.963 -1.427
H 2.136 3.170 -2.262
H -3.207 5.905 0.786
H -3.366 7.694 2.798
H -2.642 7.329 5.554
H -1.593 5.947 5.904
H -0.932 7.397 5.149
S 2.642 1.354 -0.021
C 2.975 -0.221 -0.558
N 4.182 -0.608 -0.884
C 4.403 -1.970 -1.406
C 3.512 -2.922 -0.665
N 2.115 -2.482 -0.782
C 1.100 -3.560 -0.937
C 1.339 -4.335 -2.204
C 1.040 -3.745 -3.430
C 1.266 -4.439 -4.607
C 1.784 -5.728 -4.564
C 2.073 -6.323 -3.346
C 1.852 -5.626 -2.165
C 1.824 -1.211 -0.699
S 0.219 -0.653 -0.736
C 5.314 0.371 -0.962
C 6.663 -0.278 -0.868
C 7.151 -0.677 0.373
C 8.392 -1.289 0.468
C 9.153 -1.492 -0.677
C 8.676 -1.084 -1.913
C 7.431 -0.477 -2.009
H 5.445 -2.231 -1.244
H 4.207 -1.972 -2.482
H 3.775 -2.961 0.396
H 3.590 -3.921 -1.085
H 0.118 -3.093 -0.945
H 1.173 -4.195 -0.052
H 0.611 -2.749 -3.461
H 1.024 -3.984 -5.558
H 1.951 -6.273 -5.483
H 2.462 -7.331 -3.312
H 2.060 -6.098 -1.211
H 5.172 1.076 -0.145
H 5.192 0.916 -1.901
H 6.566 -0.501 1.269
H 8.772 -1.592 1.433
H 10.126 -1.957 -0.601
H 9.274 -1.230 -2.802
H 7.062 -0.152 -2.975
C -1.932 -3.872 1.372
C -3.119 -2.959 1.658
C -3.071 -2.429 3.087
Sb -3.205 -1.313 0.254
C -3.843 -2.410 -1.508
C -2.642 -2.877 -2.331
C -4.786 -3.567 -1.198
C -5.130 -0.562 0.899
C -4.918 0.591 1.878
C -6.002 -0.130 -0.274
H -1.936 -4.742 2.035
H -0.989 -3.341 1.544
H -1.930 -4.245 0.346
H -4.048 -3.516 1.513
H -2.184 -1.808 3.250
H -3.030 -3.253 3.805
H -3.947 -1.830 3.334
H -4.385 -1.658 -2.089
H -2.090 -3.668 -1.815
H -1.944 -2.061 -2.541
H -2.961 -3.293 -3.290
H -4.264 -4.369 -0.673
H -5.193 -3.997 -2.117
H -5.632 -3.260 -0.580
H -5.607 -1.402 1.412
H -4.556 1.475 1.346
H -4.191 0.359 2.659
H -5.856 0.864 2.370
H -5.511 0.650 -0.864
H -6.947 0.288 0.084
H -6.246 -0.955 -0.941
```

Results
Multiplicity   2
Net charge   +2
⟨S²⟩   0.793
HOMO energy (alpha / beta)   -12.08 / -12.08 eV

Mulliken atomic charge list, values in e, 4 entries: -0.422 -1.153 -0.274 -1.768



Record 12
# C8H22O3

4 unconnected molecules or ions with the total composition C8H22O3 in a non-equilibrium geometry (wB97M-V/def2-TZVPD, OMol25).

```
33
Properties=species:S:1:pos:R:3
C -1.676 2.256 -1.422
C -0.548 1.240 -1.449
C 0.711 1.719 -1.514
C 1.948 0.809 -1.441
C 2.202 -0.076 -0.218
C 1.297 0.463 0.850
C 1.520 -0.112 2.348
C 0.776 0.753 3.419
H -2.265 2.201 -0.567
H -2.376 2.425 -2.300
H -1.206 3.229 -1.280
H -0.738 0.180 -1.266
H 1.143 2.843 -1.547
H 2.951 1.314 -1.668
H 1.847 -0.061 -2.277
H 3.421 0.099 0.139
H 1.764 -1.082 -0.379
H 0.221 0.650 0.685
H 1.451 1.536 0.908
H 2.581 0.033 2.433
H 1.149 -1.184 2.335
H 0.538 1.694 2.885
H 1.287 1.019 4.228
H -0.220 0.485 3.846
O -0.810 -2.382 -3.538
H 0.085 -2.192 -3.397
H -1.320 -1.713 -3.854
O -2.751 -0.741 0.478
H -3.370 -0.768 -0.233
H -3.034 -1.227 1.171
O -2.546 -4.464 0.691
H -2.276 -4.321 1.633
H -1.757 -4.622 0.297
```

Results
HOMO energy   -9.04 eV
Energy relative to the best compared isomer or geometry (same formula, charge and spin)   98.0 kcal per mole
SMILES   C/C=C/CCCCC.O.O.O

natural (NBO) atomic charge list, values in e, 4 entries: -0.645 -0.209 -0.197 -0.453